Record 1
Formula: C17H34OP2Pt
Source: the Open Molecules 2025 dataset
Level of theory: the ωB97M-V functional and the def2-TZVPD basis

Properties
* ΔE to the lowest compared entry with this formula, charge and spin: 2.713 eV
* expectation value of S²: 2.04

The geometry in ORCA input format:
```
! wB97M-V def2-TZVPD RIJCOSX def2/J DEFGRID3
* xyz 0 3
P 0.312 -2.371 -1.809
P -0.074 2.663 -2.009
C -0.095 -0.753 -3.251
C 0.054 0.752 -3.307
H -1.082 -1.082 -3.592
H 0.831 -1.187 -3.628
H 1.063 1.010 -3.650
H -0.847 1.109 -3.829
C -1.655 3.316 -2.397
H -1.956 3.996 -1.601
H -2.403 2.532 -2.502
H -1.588 3.876 -3.330
C 1.433 3.600 -2.219
H 1.370 4.148 -3.167
H 2.343 2.981 -2.248
H 1.535 4.340 -1.409
C -1.032 -3.465 -2.179
H -1.150 -4.160 -1.332
H -0.804 -4.045 -3.078
H -1.977 -2.938 -2.340
C 1.961 -2.794 -2.384
H 2.651 -1.943 -2.437
H 1.929 -3.236 -3.385
H 2.379 -3.535 -1.703
Pt -0.186 0.096 -1.416
C 0.407 1.724 -5.719
C -0.955 1.749 -5.623
C -1.862 0.949 -6.484
C -1.382 -0.485 -6.789
C -0.597 -1.215 -5.748
C 0.770 -1.242 -5.758
C 1.629 -0.399 -6.612
C 1.128 1.048 -6.839
C 0.263 -1.791 -0.065
H 1.041 2.366 -5.097
H -1.480 2.518 -5.048
H -2.044 1.427 -7.458
H -2.850 0.882 -6.010
H -2.302 -1.062 -6.967
H -0.843 -0.479 -7.741
H -1.196 -1.952 -5.204
H 1.340 -2.027 -5.256
H 1.792 -0.843 -7.603
H 2.629 -0.343 -6.153
H 2.033 1.625 -7.054
H 0.527 1.067 -7.751
H 0.983 -0.970 0.188
H 0.845 -2.690 0.162
H -0.627 -1.786 0.559
C -1.141 0.933 1.364
C -0.558 1.330 0.070
O -0.320 2.603 -0.200
H -2.019 0.287 1.173
H -1.447 1.837 1.932
H -0.370 0.324 1.882
*
```

***

Record 2
Formula: C58H68N5
Source: the Open Molecules 2025 dataset
Level of theory: the ωB97M-V functional and the def2-TZVPD basis

Properties
* E: -2524.4896 Eh

The geometry in ORCA input format:
```
! wB97M-V def2-TZVPD RIJCOSX def2/J DEFGRID3
* xyz 1 1
C -1.762 3.294 -1.530
C -0.842 4.498 -1.708
C -1.636 5.617 -2.377
C 0.433 4.122 -2.458
C 0.642 4.479 -3.794
C 1.738 3.975 -4.493
C 2.673 3.172 -3.850
C 2.526 2.848 -2.498
C 3.581 1.964 -1.830
C 4.929 2.678 -1.720
C 3.714 0.614 -2.544
C 1.409 3.344 -1.806
N 1.269 3.088 -0.375
N 0.551 2.053 0.110
N 0.656 2.163 1.461
C 0.209 1.073 2.305
C 1.114 0.066 2.672
C 2.482 0.013 2.004
C 2.362 -0.521 0.581
C 3.523 -0.792 2.780
C 0.693 -0.910 3.575
C -0.629 -0.956 4.015
C -1.541 -0.009 3.560
C -1.131 1.026 2.715
C -2.148 2.049 2.217
C -2.940 2.707 3.349
C -3.083 1.417 1.186
C 1.515 3.216 1.801
C 1.914 3.469 3.176
C 3.226 3.902 3.516
C 3.606 3.996 4.853
C 2.688 3.718 5.872
C 1.364 3.377 5.552
C 0.975 3.291 4.223
C 1.832 3.833 0.646
C 2.671 5.008 0.334
H -1.243 2.458 -1.054
H -2.624 3.574 -0.913
H -2.130 2.962 -2.510
H -0.536 4.845 -0.708
H -1.023 6.510 -2.557
H -2.065 5.273 -3.330
H -2.464 5.911 -1.720
H -0.080 5.128 -4.294
H 1.847 4.187 -5.558
H 3.533 2.764 -4.385
H 3.219 1.766 -0.814
H 4.829 3.614 -1.154
H 5.657 2.043 -1.199
H 5.325 2.916 -2.716
H 2.740 0.110 -2.591
H 4.085 0.739 -3.569
H 4.410 -0.035 -2.000
H 2.842 1.051 1.952
H 1.660 0.076 -0.012
H 3.338 -0.514 0.080
H 1.994 -1.557 0.594
H 3.592 -0.458 3.822
H 3.289 -1.864 2.756
H 4.506 -0.649 2.317
H 1.413 -1.653 3.918
H -0.941 -1.738 4.710
H -2.587 -0.054 3.867
H -1.566 2.834 1.718
H -2.271 3.134 4.107
H -3.548 3.525 2.943
H -3.608 1.983 3.835
H -2.508 0.959 0.373
H -3.697 0.635 1.652
H -3.749 2.172 0.753
H 3.941 4.122 2.717
H 4.632 4.275 5.104
H 3.005 3.753 6.916
H 0.643 3.166 6.343
H -0.062 3.071 3.949
H 3.691 4.774 0.701
H 2.770 5.017 -0.764
C -6.391 7.615 0.355
N -5.275 8.103 -0.432
C -5.531 8.368 -1.833
C -4.015 8.144 0.084
C -2.903 8.536 -0.709
C -1.612 8.256 -0.284
C -1.372 7.712 0.993
C -0.001 7.348 1.441
C 0.865 6.773 0.555
C 2.309 6.415 0.771
C 3.296 7.299 -0.020
C 4.530 7.610 0.561
C 5.574 8.076 -0.239
C 5.372 8.266 -1.612
C 4.127 7.980 -2.186
C 3.077 7.523 -1.380
C 0.320 7.619 2.871
C 1.051 6.701 3.635
C 1.333 6.926 4.969
C 0.750 8.025 5.645
N 0.869 8.136 6.997
C 0.329 9.272 7.719
C 1.434 7.069 7.798
C 0.011 8.974 4.884
C -0.168 8.775 3.525
C -2.475 7.491 1.841
C -3.774 7.694 1.411
H -6.474 8.179 1.294
H -7.301 7.754 -0.233
H -6.283 6.548 0.610
H -4.813 7.848 -2.482
H -6.539 8.008 -2.061
H -5.468 9.444 -2.055
H -3.064 9.009 -1.679
H -0.764 8.479 -0.932
H 0.494 6.577 -0.461
H 2.565 6.555 1.824
H 4.658 7.444 1.635
H 6.539 8.299 0.218
H 6.184 8.629 -2.239
H 3.953 8.113 -3.255
H 2.097 7.279 -1.805
H 1.352 5.760 3.176
H 1.982 6.236 5.509
H 0.520 10.201 7.170
H -0.757 9.178 7.882
H 0.828 9.312 8.691
H 0.994 6.094 7.545
H 2.525 6.998 7.662
H 1.220 7.296 8.846
H -0.430 9.844 5.375
H -0.711 9.524 2.950
H -2.304 7.119 2.851
H -4.600 7.470 2.085
*
```